(1)
The following is a DFT calculation (wB97M-V/def2-TZVPD) of a 2-piece molecular cluster, CHBrClNO2 overall.

The geometry in XYZ format:
```
7
Properties=species:S:1:pos:R:3:lowdin_charge:R:1
C 0.125 -0.801 0.127 -1.0641
N -0.385 1.118 -0.173 -0.3759
O 0.575 1.743 -0.538 -0.0146
O -1.547 1.371 -0.107 0.0709
Cl -0.149 -1.047 1.809 0.5803
Br 1.909 -0.771 -0.550 0.6927
H -0.528 -1.612 -0.567 0.1108
```

Output
Charge: 0
Orbital gap in eV: 9.625



(2)
The following is a DFT calculation (wB97M-V/def2-TZVPD) of a 2-piece molecular cluster, CHBrI2 overall.

The geometry in XYZ format:
```
5
Properties=species:S:1:pos:R:3:lowdin_charge:R:1
C 0.338 -0.650 -0.125 -1.5304
Br -0.282 -2.424 -0.338 0.4851
I -1.832 1.468 -0.187 0.4216
I 2.105 -0.467 0.476 0.9051
H -0.330 2.073 0.174 -0.2814
```

Output
Charge: 0
Orbital gap (spin up / spin down) in eV: 6.750 / 6.750



(3)
The following is a DFT calculation (wB97M-V/def2-TZVPD) of a 2-piece molecular cluster, CHCl2FS overall.

The geometry in XYZ format:
```
6
Properties=species:S:1:pos:R:3:lowdin_charge:R:1
S 1.625 -1.170 -0.173 0.6787
C 0.342 -0.579 0.532 -1.7158
Cl -1.238 -1.110 -0.050 0.5242
Cl 0.152 0.228 2.076 0.5610
F -0.087 1.240 -1.068 0.0578
H -0.794 1.391 -1.317 -0.1058
```

Output
SMILES: S=C(Cl)Cl.F
Charge: 0
Orbital gap in eV: 8.786



(4)
The following is a DFT calculation (wB97M-V/def2-TZVPD) of a 2-piece molecular cluster, CHCl2N2O2 overall.

The geometry in XYZ format:
```
8
Properties=species:S:1:pos:R:3:lowdin_charge:R:1
C 0.202 -0.458 0.153 -0.5784
N -0.381 0.666 0.238 0.0429
N -1.704 0.696 -0.098 -0.4717
O -2.255 1.754 0.127 0.0590
O -2.287 -0.306 -0.465 0.0275
Cl 4.698 -0.374 -0.262 -0.7949
Cl 1.850 -0.534 0.551 0.6194
H -0.124 -1.445 -0.244 0.0960
```

Output
Charge: -1
Orbital gap in eV: 5.960



Relative energy (zero: lowest compared OMol25 entry of this formula, charge and spin)? In order: 27.3; 75.2; 35.0; 14.9 kcal per mole.
Largest force on an atom? In order: 3.74; 4.54; 17.27; 1.92 eV/Å.